DFT (ωB97M-V/def2-TZVPD) results for a single C5H5BrN2O molecule.

Output
Frontier orbital gap, hartree: 0.3304

ORCA input file:
```
! RIJCOSX wB97M-V def2-TZVPD def2/J DEFGRID3
* xyz 0 1
C 1.345 1.604 -1.678
C 2.780 -0.106 -0.996
C -1.689 -0.481 0.316
C -0.927 -1.503 1.097
C -0.394 -0.119 0.820
N 0.487 1.180 -0.851
N 0.732 0.154 -0.173
O 2.514 0.845 -1.668
Br -0.239 0.915 2.554
H 1.248 2.407 -2.280
H -1.654 -0.683 -0.675
H -2.622 -0.103 0.788
H -1.245 -1.798 2.186
H -0.334 -2.314 0.561
*
```

***

DFT (ωB97M-V/def2-TZVPD) results for a molecular structure, C4H12N2O2.

Output
Frontier orbital gap, hartree: 0.3933

ORCA input file:
```
! RIJCOSX wB97M-V def2-TZVPD def2/J DEFGRID3
* xyz 0 1
C -2.258 -0.459 -1.387
C -0.613 0.920 2.073
O -2.491 -1.247 -0.526
O -0.479 -0.157 1.177
H -1.680 1.097 2.181
H -1.541 -0.652 -2.210
H -0.159 2.601 -2.727
H -2.734 0.529 -1.430
H -0.121 1.821 1.669
H -0.183 0.675 3.040
C 2.120 0.032 -0.970
N 0.846 -1.914 0.420
C 0.845 -0.563 0.911
N 1.447 0.391 0.016
H 0.157 -1.986 -0.324
H 0.548 -2.542 1.156
H 1.444 -0.523 1.841
H 2.537 0.804 -1.602
H 2.343 -1.008 -1.221
H -0.028 2.181 -2.088
*
```

***

DFT (ωB97M-V/def2-TZVPD) results for a single C3HF2NOS molecule.

Output
Frontier orbital gap, hartree: 0.3252

ORCA input file:
```
! RIJCOSX wB97M-V def2-TZVPD def2/J DEFGRID3
* xyz 0 1
F -0.427 -2.076 0.979
C -0.192 -0.928 0.369
N -0.813 -0.700 -0.839
O -0.481 0.616 -1.191
C 0.465 1.085 -0.319
S 1.172 2.541 -0.516
C 0.631 0.081 0.680
F 1.479 0.158 1.698
H -1.834 -0.777 -0.861
*
```

***

DFT (ωB97M-V/def2-TZVPD) results for 2 unconnected molecules or ions with the total composition C22H39NO8P.

Output
Frontier orbital gap, hartree: 0.0831

ORCA input file:
```
! RIJCOSX wB97M-V def2-TZVPD def2/J DEFGRID3
* xyz -1 1
C 6.220 2.795 0.789
C 4.710 2.626 1.283
C 3.801 1.739 0.274
C 2.538 2.635 -0.099
N 1.805 2.199 -1.333
C 0.596 1.514 -0.899
C -0.610 2.193 -0.564
P -0.766 4.070 -0.617
O -2.110 4.585 -0.105
O 0.449 4.889 0.225
O -0.661 4.561 -2.247
C -1.804 1.247 -0.106
O -2.780 1.764 0.457
C -1.812 -0.315 -0.275
C -3.201 -1.079 -0.046
O -4.195 -0.479 -0.880
C -5.460 -0.315 -0.208
C -5.848 1.241 -0.020
C -5.890 1.699 1.507
C -0.611 -0.986 -0.616
O -0.552 -2.409 -0.741
C -0.362 -2.859 0.652
C -0.050 -4.410 0.761
C -0.113 -4.800 2.311
C 1.268 -4.886 0.008
C 2.636 -4.497 0.729
C 3.234 -3.094 0.181
C 3.771 -5.595 0.381
C 0.647 -0.059 -0.844
O 1.748 -0.616 -1.027
H 6.229 3.021 -0.322
H 6.652 3.691 1.340
H 6.774 1.845 1.067
H 4.260 3.677 1.309
H 4.643 2.242 2.360
H 4.403 1.394 -0.631
H 3.478 0.831 0.890
H 2.774 3.741 -0.227
H 1.813 2.564 0.780
H 2.382 1.606 -1.936
H 0.779 4.371 0.985
H -1.093 3.816 -2.730
H -3.426 -1.027 1.064
H -2.989 -2.173 -0.289
H -6.273 -0.785 -0.866
H -5.536 -0.843 0.795
H -5.117 1.908 -0.576
H -6.891 1.422 -0.453
H -4.893 2.075 1.906
H -6.176 0.812 2.172
H -6.627 2.559 1.671
H -1.371 -2.671 1.167
H 0.398 -2.179 1.145
H -0.923 -4.961 0.262
H -1.053 -5.404 2.558
H 0.833 -5.281 2.709
H -0.234 -3.826 2.907
H 1.249 -6.030 -0.067
H 1.333 -4.501 -1.057
H 2.581 -4.435 1.858
H 2.714 -2.284 0.795
H 2.935 -3.037 -0.922
H 4.362 -3.044 0.242
H 3.534 -6.615 0.825
H 3.958 -5.673 -0.741
H 4.778 -5.288 0.834
C -3.383 5.002 -3.979
O -3.752 4.149 -4.936
H -2.449 5.586 -4.152
H -4.096 5.816 -3.720
H -3.177 4.575 -2.971
*
```

***

| no. | E_HOMO (eV) |
| --- | --- |
| 1 | -8.839 |
| 2 | -9.690 |
| 3 | -8.954 |
| 4 | -1.931 |